{
  "formula": "C6H12O",
  "method": "ωB97M-V/def2-TZVPD",
  "symbols": ["C", "C", "C", "O", "C", "C", "C", "H", "H", "H", "H", "H", "H", "H", "H", "H", "H", "H", "H"],
  "coordinates": [[-1.60010, 0.93454, -0.24272], [-1.16423, -0.34702, 0.47490], [-0.77194, -1.46412, -0.51600], [0.66100, -1.56317, -0.50608], [1.27004, -0.46354, 0.20328], [1.91171, 0.79993, -0.61644], [0.15517, -0.13272, 1.26235], [-2.53664, 0.78030, -0.79193], [-0.82305, 1.25796, -0.94776], [-1.75720, 1.73482, 0.49051], [-1.98204, -0.67966, 1.13307], [-1.22351, -2.43014, -0.23153], [-1.11767, -1.23676, -1.53688], [2.25123, -0.75488, 0.54738], [3.03026, 0.77585, -0.70794], [1.74116, 1.76460, -0.10539], [1.55789, 0.86871, -1.64788], [0.29452, 0.90504, 1.55698], [0.10341, -0.74974, 2.18209]],
  "smiles": "C[C@H]1CO[C@@H](C)C1",
  "max_force_ev_per_a": 1.71,
  "e_homo_ev": -9.44
}

{
  "formula": "C29H41N4O3",
  "method": "ωB97M-V/def2-TZVPD",
  "symbols": ["C", "O", "C", "C", "C", "C", "C", "C", "C", "N", "C", "C", "N", "C", "C", "C", "C", "C", "C", "O", "C", "C", "H", "H", "H", "H", "H", "H", "H", "H", "H", "H", "H", "H", "H", "H", "H", "H", "H", "H", "H", "H", "H", "H", "H", "H", "H", "C", "C", "N", "C", "C", "C", "C", "N", "C", "C", "C", "C", "C", "O", "H", "H", "H", "H", "H", "H", "H", "H", "H", "H", "H", "H", "H", "H", "H", "H"],
  "coordinates": [[6.28505, -0.94466, -3.73393], [5.93733, -0.86931, -2.33035], [4.63817, -0.74859, -1.96652], [4.37215, -0.57863, -0.58291], [3.08876, -0.32952, -0.16162], [2.01235, -0.24075, -1.06816], [0.68109, 0.08024, -0.58078], [-0.14348, 0.99499, -1.19030], [-1.61013, 1.01946, -0.91296], [-2.45080, 0.01534, -1.75178], [-3.56965, 0.76341, -2.50138], [-4.41558, -0.22322, -3.26856], [-3.95054, -1.61848, -3.04507], [-2.55001, -1.73392, -3.51242], [-1.63355, -0.79285, -2.76197], [-4.00605, -1.92231, -1.58861], [-3.13370, -0.97669, -0.80036], [0.44128, 2.09673, -2.06232], [-0.48307, 2.77343, -3.06169], [1.61158, 2.45578, -1.95617], [2.28203, -0.46578, -2.43997], [3.56275, -0.72869, -2.89315], [7.37230, -1.00946, -3.69753], [5.85899, -1.83631, -4.21208], [5.97111, -0.04551, -4.27917], [5.20974, -0.61766, 0.11115], [2.87672, -0.15089, 0.89012], [0.30599, -0.46828, 0.28940], [-1.81395, 0.76409, 0.14199], [-2.06537, 2.01048, -1.06645], [-4.14676, 1.29523, -1.73483], [-3.07614, 1.48382, -3.16546], [-5.46099, -0.16693, -2.94364], [-4.35364, -0.02401, -4.34554], [-2.23221, -2.77133, -3.36088], [-2.52981, -1.50549, -4.58402], [-1.14315, -0.06966, -3.42800], [-0.87042, -1.32900, -2.18397], [-5.05074, -1.83047, -1.27214], [-3.66729, -2.95496, -1.44990], [-2.32411, -1.50415, -0.28081], [-3.71698, -0.37438, -0.09295], [-1.24663, 3.37646, -2.54888], [0.11813, 3.44839, -3.67851], [-0.97222, 2.05521, -3.73847], [1.46375, -0.43116, -3.16178], [3.76075, -0.87619, -3.96054], [0.27308, 3.78098, 3.62817], [-0.69959, 3.04483, 2.73614], [-0.86383, 1.60193, 3.02511], [-1.72675, 1.30724, 4.19864], [-3.10991, 0.76333, 3.87356], [0.26516, 0.80797, 2.76840], [0.06638, -0.60841, 2.72539], [1.07217, -1.49998, 3.07078], [2.41568, -1.16511, 3.07667], [3.38850, -2.13620, 3.22730], [3.03200, -3.46004, 3.48864], [1.66629, -3.76954, 3.56447], [0.70865, -2.80415, 3.35030], [1.36529, 1.34889, 2.51487], [0.33668, 4.82302, 3.30754], [-0.04489, 3.75411, 4.67452], [1.26046, 3.32610, 3.52818], [-1.70585, 3.47123, 2.83173], [-0.37659, 3.12363, 1.68950], [-1.20402, 0.60124, 4.86271], [-1.84057, 2.25845, 4.74235], [-3.68716, 0.71954, 4.80391], [-3.64691, 1.41662, 3.17600], [-3.05941, -0.25003, 3.46123], [-0.94504, -1.02225, 2.74606], [2.65991, -0.12159, 2.92282], [4.42946, -1.82956, 3.13363], [3.78479, -4.23187, 3.63394], [1.31995, -4.77755, 3.78334], [-0.36699, -2.96663, 3.37798]],
  "total_charge": 1,
  "max_force_ev_per_a": 1.96,
  "e_homo_ev": -9.43
}

{
  "formula": "C17H22ClSi",
  "method": "ωB97M-V/def2-TZVPD",
  "symbols": ["C", "C", "C", "C", "C", "C", "C", "C", "C", "H", "H", "H", "H", "H", "H", "H", "H", "H", "H", "H", "H", "Si", "C", "C", "C", "C", "C", "C", "Cl", "C", "C", "H", "H", "H", "H", "H", "H", "H", "H", "H", "H"],
  "coordinates": [[-2.36900, -1.81827, 0.57391], [-1.55173, -0.74259, 1.31264], [-2.31028, -0.30116, 2.57033], [-0.11622, -1.07143, 1.45468], [0.72695, -0.31510, 2.29769], [2.09345, -0.62688, 2.41161], [2.61518, -1.70202, 1.69929], [1.77342, -2.55310, 0.99223], [0.44009, -2.22404, 0.87203], [-1.95691, -1.95204, -0.46095], [-2.32421, -2.83209, 1.00860], [-3.42248, -1.54651, 0.53430], [-1.80240, 0.51169, 3.05678], [-3.31066, 0.00331, 2.26879], [-2.50600, -1.05223, 3.34222], [0.29834, 0.52830, 2.88368], [2.73922, -0.01125, 3.05819], [3.69122, -1.91782, 1.74439], [2.15578, -3.42292, 0.44926], [-0.23385, -2.84246, 0.22747], [-1.81953, 0.16014, 0.71659], [-2.15333, 1.80209, 0.32997], [-1.61251, 3.07516, 1.58428], [-1.20927, 2.15291, -1.22891], [-3.89748, 2.25894, -0.03771], [-4.11509, 3.60524, -0.53325], [-5.42005, 3.97360, -0.83644], [-6.46212, 3.07623, -0.65399], [-8.05991, 3.56512, -1.05134], [-6.24762, 1.76632, -0.15160], [-4.94331, 1.36792, 0.15309], [-2.20312, 3.01082, 2.51396], [-0.54447, 2.97952, 1.86645], [-1.79678, 4.05157, 1.11762], [-1.53780, 1.47531, -2.03595], [-1.42646, 3.19128, -1.50190], [-0.11976, 1.98456, -1.09717], [-3.27772, 4.29174, -0.65666], [-5.60327, 4.98189, -1.22089], [-7.07904, 1.11670, -0.02167], [-4.71345, 0.37710, 0.53590]],
  "total_charge": 1,
  "max_force_ev_per_a": 3.55,
  "e_homo_ev": -12.13
}

{
  "formula": "C4H3FO2S",
  "method": "ωB97M-V/def2-TZVPD",
  "symbols": ["O", "C", "C", "C", "S", "O", "C", "F", "H", "H", "H"],
  "coordinates": [[2.58737, 0.06801, 0.95131], [1.34895, 0.07040, 0.44634], [0.19641, 0.69158, 0.99941], [-0.89640, 0.34907, 0.25288], [-2.59151, 0.63175, 0.36794], [-0.43523, -0.38952, -0.88698], [0.91679, -0.57362, -0.67916], [1.60160, -1.24674, -1.59696], [3.17027, -0.57034, 0.49039], [0.23032, 1.31933, 1.88148], [-2.96247, -0.28882, -0.51772]],
  "smiles": "Oc1cc(S)oc1F",
  "max_force_ev_per_a": 3.02,
  "e_homo_ev": -7.90
}

{
  "formula": "C18H38ClO16S4",
  "method": "ωB97M-V/def2-TZVPD",
  "symbols": ["Cl", "O", "O", "O", "O", "O", "S", "O", "O", "C", "C", "C", "H", "H", "H", "H", "H", "H", "H", "H", "O", "S", "O", "O", "C", "C", "C", "H", "H", "H", "H", "H", "H", "H", "H", "O", "S", "O", "O", "C", "C", "C", "H", "H", "H", "H", "H", "H", "H", "H", "O", "S", "O", "O", "C", "C", "C", "H", "H", "H", "H", "H", "H", "H", "H", "C", "C", "C", "C", "C", "C", "H", "H", "H", "H", "H", "H"],
  "coordinates": [[-1.69767, -1.16760, -1.01997], [-0.69907, -1.72964, -0.11042], [-1.75975, 0.24813, -0.84903], [-1.26539, -1.40661, -2.36037], [-2.96583, -1.81339, -0.89803], [5.79774, -1.32198, -1.21065], [4.89705, -1.30292, -2.36953], [4.28905, -2.50902, -2.95863], [3.71714, -0.30663, -1.94322], [2.49769, -0.25517, -2.67428], [1.57359, 0.57849, -1.88442], [5.73937, -0.31427, -3.70017], [1.99478, -1.22214, -2.66214], [2.57051, 0.03682, -3.72192], [1.32014, -0.03213, -1.01781], [0.74465, 0.84484, -2.54019], [2.03167, 1.51030, -1.55278], [6.69160, -0.82118, -3.85640], [5.94205, 0.70269, -3.36429], [5.10193, -0.41514, -4.57856], [-4.15916, -6.10949, 2.62997], [-3.81642, -4.69105, 2.34305], [-4.58455, -3.94296, 1.36448], [-3.73548, -3.95851, 3.83082], [-3.01356, -4.58439, 4.89053], [-3.75380, -4.25822, 6.19625], [-2.08846, -4.45918, 1.93124], [-1.99227, -4.21491, 4.98297], [-2.93886, -5.66984, 4.82474], [-3.77464, -3.17920, 6.34920], [-3.21868, -4.74647, 7.01071], [-4.77750, -4.63256, 6.20048], [-2.00889, -4.96767, 0.97040], [-1.47385, -5.02380, 2.63236], [-1.80010, -3.40811, 1.91778], [-6.53779, 3.09773, -1.03386], [-5.42565, 2.16759, -0.98742], [-5.67135, 0.69594, -0.98433], [-4.38903, 2.55687, -2.24789], [-4.14454, 3.92023, -2.54413], [-3.69974, 3.84866, -3.97907], [-4.23914, 2.68349, 0.38819], [-3.53504, 4.44843, -1.81091], [-5.06809, 4.49679, -2.59635], [-2.90366, 3.10630, -4.03603], [-3.38387, 4.81536, -4.37125], [-4.48086, 3.35683, -4.55880], [-3.45858, 1.92306, 0.41250], [-4.76037, 2.59498, 1.34139], [-4.03611, 3.74447, 0.24261], [4.79648, -1.47043, 4.63705], [5.65805, -1.88781, 3.49564], [6.94440, -2.51043, 3.71104], [4.80479, -2.80473, 2.39973], [3.42707, -2.60366, 2.25814], [3.06445, -2.35298, 0.80565], [5.84724, -0.46711, 2.28004], [2.98846, -1.82014, 2.87604], [3.02977, -3.58235, 2.52725], [3.37789, -1.36723, 0.46192], [1.98482, -2.43498, 0.68008], [3.57790, -3.01780, 0.11104], [6.34685, -0.86330, 1.39600], [6.42669, 0.27762, 2.82566], [4.92383, 0.04458, 2.00879], [-0.58434, 5.54147, -0.50804], [0.18360, 6.18197, -1.44544], [0.64187, 5.46604, -2.49197], [0.45574, 4.11609, -2.59006], [-0.34508, 3.43964, -1.64913], [-0.70251, 4.18629, -0.48854], [-0.90468, 6.16495, 0.31357], [0.17860, 7.26133, -1.48228], [1.08727, 5.96424, -3.34039], [0.84354, 3.55103, -3.42476], [-0.47353, 2.36996, -1.72465], [-1.23040, 3.70392, 0.32081]],
  "total_charge": -1,
  "max_force_ev_per_a": 4.32,
  "e_homo_ev": -6.40
}

So what do the calculations give for orbital gap? Going down the list: 10.5 6.8 7.0 8.5 8.3 eV.